19
Properties=species:S:1:pos:R:3:forces:R:3:nbo_charge:R:1 method="wB97M-V/def2-TZVPD" total_charge=-1 e_above_lowest_kcal_mol=189.0 spin_multiplicity=1 homo_lumo_gap_ev=4.98 energy_ev=-10488.88651 e_homo_ev=-2.09
C -0.559 -0.027 0.611 0.3 0.1 -1.2 -0.0322
C 2.302 0.473 -1.092 2.0 0.0 -0.1 -0.8760
C -1.476 0.768 -0.236 0.5 -0.1 -1.4 -0.6320
C -2.990 0.247 -0.113 -0.9 -0.8 -0.2 0.7859
C -0.482 -1.469 0.300 -0.1 1.9 2.4 -0.6220
H 3.055 1.271 0.716 -1.2 0.8 0.9 0.2248
H 2.785 -0.489 0.898 -0.4 0.3 0.1 0.1686
O -3.285 -0.291 0.977 0.5 0.1 0.6 -0.7798
H -0.689 -1.915 -0.669 -0.4 0.6 0.1 0.2485
H 1.279 0.266 0.116 0.1 1.5 2.2 0.3173
H 0.216 -2.016 0.930 -0.1 -0.1 -0.1 0.2203
H 3.023 1.237 -1.430 -0.4 -0.2 -0.4 0.1559
C 2.382 0.459 0.495 -0.6 -2.1 -3.2 -0.7065
O -3.706 0.297 -1.124 0.8 0.7 0.1 -0.7214
H 2.522 -0.505 -1.522 0.1 0.0 -0.1 0.1524
H -1.262 0.575 -1.307 0.2 0.1 0.4 0.2427
H -1.378 1.847 -0.112 -0.2 -0.1 0.4 0.2340
H -0.298 0.415 1.567 0.0 -0.8 0.1 0.2397
H -1.441 -1.144 0.993 -0.2 -1.8 -0.6 0.3796

23
Properties=species:S:1:pos:R:3:forces:R:3:nbo_charge:R:1 method="wB97M-V/def2-TZVPD" total_charge=+1 e_above_lowest_kcal_mol=0.0 spin_multiplicity=3 homo_lumo_gap_ev="6.91 / 9.50" energy_ev=-18671.54151 s2=2.0055 e_homo_ev="-9.54 / -14.48"
C 0.435 1.528 0.104 2.9 2.6 0.5 0.4025
H 0.050 -2.408 0.433 0.1 0.1 -0.1 0.2152
C 1.241 -0.831 -0.300 0.1 -1.3 0.4 0.0538
H 2.220 0.012 1.473 0.0 0.2 -0.2 0.2266
H -1.711 -1.276 -2.331 0.1 0.0 0.1 0.5013
H 0.464 1.621 1.184 -0.1 -0.3 0.0 0.1865
H -1.837 1.111 -1.170 0.1 0.2 0.0 0.1726
H 1.455 -1.337 -1.239 0.0 0.2 0.1 0.2740
H -0.917 -0.826 2.070 0.1 0.0 0.0 0.5087
O -0.030 -0.763 1.689 -0.1 0.1 0.3 -0.7232
C -1.243 -0.912 -0.464 -0.2 0.6 0.9 0.0043
O 1.410 0.604 -0.436 -0.6 1.5 -0.8 -0.3841
H 4.235 0.255 0.309 -0.2 -0.1 0.1 0.5186
O 3.578 -0.339 -0.086 0.1 0.1 -0.2 -0.6235
O -2.294 0.794 0.848 0.0 0.3 0.7 -0.6706
O -0.915 -1.218 -1.788 0.1 0.0 -0.3 -0.7191
C -0.009 -1.309 0.405 0.0 -0.3 -0.8 0.0512
H -2.098 -1.509 -0.105 0.1 0.0 0.1 0.1961
O 0.540 2.721 -0.511 -0.3 -0.7 0.2 -0.6479
C -1.597 0.547 -0.276 -2.7 -2.0 -1.7 0.0621
C 2.363 -0.226 0.421 0.5 -1.0 0.7 0.3807
H 0.536 2.649 -1.477 0.0 -0.1 0.0 0.5062
H -2.642 1.694 0.880 0.0 -0.1 -0.1 0.5079

18
Properties=species:S:1:pos:R:3:forces:R:3:nbo_charge:R:1 method="wB97M-V/def2-TZVPD" e_above_lowest_kcal_mol=88.1 spin_multiplicity=3 homo_lumo_gap_ev="4.88 / 5.84" energy_ev=-15680.14380 s2=2.0060 e_homo_ev="-3.89 / -9.13"
H -2.143 1.199 0.853 0.0 2.2 0.5 -0.0314
C -0.860 -0.299 -0.247 1.6 -2.7 -0.7 -0.3846
H 1.726 -0.970 1.374 -0.6 0.4 -0.6 0.2172
H 2.069 1.743 0.553 -2.9 0.4 -0.1 0.2218
C 0.569 0.340 -0.072 -0.4 2.2 -2.6 0.0355
C -0.002 -0.038 -1.455 0.2 3.7 0.0 -0.4405
H -0.587 -2.038 1.140 -1.4 -1.4 3.5 0.2121
H 0.277 1.792 1.335 1.2 0.5 -0.4 0.2216
H -2.952 -0.627 0.788 -0.4 -1.0 -0.3 -0.1195
P -2.588 0.404 -0.148 0.0 -0.5 0.7 0.4279
H 0.642 -0.689 -2.037 -0.7 -0.7 0.1 0.2159
H 1.939 -1.225 -0.386 -0.4 -0.4 0.4 0.2115
C 0.868 1.735 0.377 1.6 0.3 1.4 -0.6336
H 0.545 2.628 -0.226 0.4 -1.3 0.2 0.2357
H -0.383 0.882 -2.051 0.7 -1.6 1.0 0.2173
C -0.210 -1.590 0.335 1.6 -0.2 -5.8 -0.3872
C 1.210 -0.918 0.383 0.1 -0.2 1.6 -0.4140
H -0.120 -2.330 -0.517 -0.6 0.2 1.2 0.1944

18
Properties=species:S:1:pos:R:3:forces:R:3:nbo_charge:R:1 method="wB97M-V/def2-TZVPD" e_above_lowest_kcal_mol=2.0 spin_multiplicity=3 homo_lumo_gap_ev="7.29 / 7.72" energy_ev=-15683.88025 s2=2.0189 e_homo_ev="-6.12 / -8.77"
H -0.396 0.689 3.108 -0.1 0.1 0.1 0.2235
C 0.369 0.031 1.222 -0.6 -1.1 1.7 -0.4599
H 1.554 1.944 -1.107 0.5 0.3 -0.1 0.1762
C 0.618 -2.047 -0.578 -0.1 0.0 0.2 -0.9279
H 1.342 -0.354 1.507 0.2 0.0 -0.1 0.1900
H 0.907 -2.935 -0.019 0.0 0.0 0.0 0.2314
H -0.574 1.242 -2.585 0.3 0.4 -0.2 0.2061
C -0.312 0.885 -1.591 -0.9 -0.4 -0.4 -0.3311
H 1.485 -1.409 -0.736 0.0 -0.1 -0.1 0.2309
H 0.518 1.906 2.224 0.0 0.2 0.0 0.2170
H -2.204 0.491 -0.687 0.0 -0.1 0.0 0.2367
C -0.192 1.087 2.111 0.2 -0.1 -0.4 -0.6767
C 0.755 1.259 -0.964 0.2 0.8 -0.8 -0.0651
P -0.673 -1.113 0.356 0.2 0.0 -0.2 0.8101
H -1.120 1.481 1.705 -0.2 0.2 0.0 0.2064
H 0.212 -2.356 -1.539 0.0 -0.1 -0.1 0.2280
C -1.334 -0.070 -1.043 0.1 -0.1 0.5 -0.7281
H -1.695 -0.758 -1.813 0.0 0.1 0.0 0.2325

18
Properties=species:S:1:pos:R:3:forces:R:3:nbo_charge:R:1 method="wB97M-V/def2-TZVPD" e_above_lowest_kcal_mol=7.1 spin_multiplicity=3 homo_lumo_gap_ev="8.18 / 7.84" energy_ev=-15683.65869 s2=2.0072 e_homo_ev="-7.03 / -9.32"
H 0.300 0.635 2.050 0.0 1.3 2.4 0.2157
H -2.069 -1.055 -1.776 -0.5 -0.8 0.5 0.2107
P -1.205 -2.637 1.036 1.2 2.3 0.5 0.2705
C 0.412 0.352 1.068 0.3 -2.1 -1.5 -0.3399
C 1.795 -0.225 0.806 0.9 -1.3 -0.9 -0.6026
C -0.111 1.287 -0.029 -3.7 1.9 1.6 -0.3832
H -0.619 2.327 0.242 1.7 -1.9 -0.1 0.2081
H 1.843 -0.403 -0.329 0.4 0.3 1.6 0.2013
H 0.540 1.423 -0.830 1.2 0.2 -1.4 0.2064
H -1.767 0.381 -2.421 1.3 0.3 -0.6 0.2193
C -1.316 0.321 -0.343 2.2 -1.7 0.3 -0.2892
C -0.718 -0.604 0.767 -1.6 -1.3 -0.7 -0.0840
H -0.645 -2.838 2.396 -0.5 0.5 -1.0 -0.0563
H 2.057 -1.249 1.283 -0.9 1.6 -0.5 0.2173
C -1.289 -0.313 -1.724 -2.6 0.4 0.7 -0.6265
H -0.428 -0.882 -1.922 1.5 0.1 -0.9 0.2150
H 2.579 0.467 1.159 -0.1 -0.2 -0.5 0.2135
H -2.294 0.713 -0.194 -0.8 0.5 0.5 0.2040

18
Properties=species:S:1:pos:R:3:forces:R:3:nbo_charge:R:1 method="wB97M-V/def2-TZVPD" e_above_lowest_kcal_mol=49.5 spin_multiplicity=1 homo_lumo_gap_ev=10.54 energy_ev=-6414.79315 e_homo_ev=-9.27
H -1.426 1.595 0.955 0.5 -0.1 -0.3 0.2143
H 0.671 0.426 1.792 0.0 -0.2 0.2 0.1983
C -0.185 0.327 -1.936 0.7 -0.4 -0.3 -0.4193
H 0.287 2.033 -0.618 -0.1 0.1 -0.3 0.2096
H -1.888 0.100 0.212 0.5 0.0 -0.2 0.1951
H 0.731 -2.025 1.787 -0.1 -0.1 0.0 0.2076
H -0.828 -0.092 2.573 0.1 0.0 -0.1 0.1981
H -0.081 0.934 -2.823 -0.2 0.0 -0.2 0.2147
C -0.274 -0.103 1.626 0.1 0.0 0.1 -0.3921
C -0.997 0.668 0.535 0.4 -0.1 -0.2 -0.4032
C -0.020 0.995 -0.638 1.0 -0.2 0.0 -0.2162
H -0.950 -2.122 1.218 0.1 0.0 0.1 0.2005
C 1.210 0.053 -1.317 -1.3 1.5 1.2 -0.4515
H 0.307 -1.569 0.132 -0.1 -0.1 0.3 0.2064
H 2.040 0.618 -1.779 -0.9 0.2 0.3 0.2097
C -0.027 -1.538 1.171 0.0 -0.2 0.1 -0.6114
H -1.029 -0.367 -1.998 0.6 -0.2 0.0 0.2174
H 1.685 -0.739 -0.729 -1.1 -0.2 -0.5 0.2219